Record 1
60
Properties=species:S:1:pos:R:3:forces:R:3 method="wB97M-V/def2-TZVPD" charge=-1 e_tot_ev=-276581.4645
Br 4.338756 5.427339 0.862503 0.0 0.0 0.0
Br -0.398216 3.080333 2.830702 0.0 0.0 0.0
Se 1.267025 -1.952981 1.134766 -0.3 0.0 -0.5
Ti 0.482126 -0.342469 -0.791359 0.2 0.0 0.2
O -1.131116 -1.127199 -6.776740 0.0 0.0 0.0
O -1.543528 2.622670 -3.106583 0.0 0.0 0.1
O 0.391117 0.877926 0.752506 0.1 0.0 0.0
O 2.128522 -3.225258 -3.239966 0.1 -0.1 0.0
O 1.662651 -1.740612 -1.613878 0.2 -0.1 -0.1
O -0.404488 1.510098 -1.500377 -0.2 0.0 -0.1
N -3.702719 -0.390179 -0.971633 -0.1 0.1 0.0
N 0.120464 -0.421154 -2.966569 0.0 0.0 0.1
N -1.375002 -1.050609 -0.708688 -0.5 0.1 -0.1
N -5.415969 0.518877 0.579915 0.3 -0.1 -0.2
N 2.267417 0.925951 -1.032792 0.0 0.1 0.1
C 2.037334 3.996659 1.677573 0.0 0.0 0.0
C -3.533518 -1.130301 5.020570 0.0 0.0 0.0
C 2.260120 1.950961 -0.139951 0.0 0.0 -0.1
C -0.931402 1.668128 -2.662125 0.1 0.0 0.1
C -2.502356 -0.693944 -0.773275 0.1 0.0 0.2
C -1.400548 -3.668644 1.260679 0.0 0.0 0.1
C -1.120083 0.292337 -4.837521 -0.1 0.0 -0.1
C 1.179791 1.900843 0.796902 0.0 0.0 -0.1
C -0.067456 -0.841255 3.458412 0.0 0.0 0.0
C 0.533934 -1.497747 -3.622446 0.1 0.1 0.1
C 1.188322 -0.051335 3.725045 -0.1 0.0 0.0
C -1.171812 -0.643145 4.285257 0.0 0.0 0.0
C 1.532648 -2.272862 -2.795084 -0.1 0.0 0.1
C 4.208503 2.894832 -1.166259 0.0 0.0 0.0
C 3.081338 4.007644 0.797620 0.0 0.0 0.0
C -4.578073 0.103250 -0.103467 0.1 -0.1 0.1
C -1.308954 -2.557215 2.273493 0.0 0.0 0.0
C -0.726116 -0.858741 -5.514253 0.0 0.0 -0.1
C -0.156041 -1.767533 2.410325 0.1 0.2 0.2
C 4.198291 1.851652 -2.051583 0.0 0.0 0.0
C -2.348284 -1.357119 4.118064 0.0 0.0 0.0
C 3.197977 0.872621 -1.953156 0.0 0.0 0.0
C 0.133651 -1.772266 -4.905888 0.0 -0.1 -0.1
C 1.084971 2.962726 1.676296 0.0 0.2 0.0
C -0.666668 0.468384 -3.550699 0.0 0.0 0.1
C 3.217238 2.979660 -0.165960 0.0 0.0 0.0
C -2.387132 -2.325194 3.121546 0.0 0.0 0.0
H -1.373728 -3.287115 0.242936 0.0 0.0 -0.1
H -0.553912 -4.349060 1.356818 0.0 0.0 0.0
H -1.105083 0.098082 5.078952 0.0 0.0 -0.1
H 1.236406 0.835634 3.089744 0.0 -0.2 0.1
H 1.216185 0.275816 4.767206 0.0 0.0 0.0
H 0.485510 -2.656258 -5.419026 0.0 0.0 0.0
H -3.509392 -1.802680 5.883493 0.0 0.0 0.0
H -3.288062 -2.920483 2.995763 0.0 0.0 0.0
H -1.760066 1.049675 -5.276915 0.0 0.0 0.0
H 4.968931 3.662754 -1.223377 0.0 0.0 0.0
H -4.470616 -1.307588 4.490469 0.0 0.0 0.0
H 2.077691 -0.641083 3.512779 0.0 -0.1 0.0
H 1.926358 4.797955 2.394055 0.0 0.0 0.0
H -1.730459 -0.433673 -7.073899 0.0 0.0 0.0
H -3.550983 -0.106990 5.399554 0.0 0.0 0.0
H 3.166995 0.025054 -2.623275 0.0 0.0 0.0
H -2.325942 -4.230893 1.399689 0.0 0.0 0.0
H 4.947452 1.765725 -2.826887 0.0 0.0 0.0


Record 2
9
Properties=species:S:1:pos:R:3:forces:R:3 method="wB97M-V/def2-TZVPD" charge=+1 multiplicity=6 e_tot_ev=-37698.1140 relative_energy_kcal_mol=7.0
Cr -0.231008 -2.705781 -0.146352 0.1 -0.7 -0.3
O -2.611492 0.561134 1.335935 -0.7 -1.3 -0.5
O 0.976007 -0.999353 0.066568 1.3 -0.4 -0.8
O -1.496154 -1.422471 1.003289 -1.2 -0.8 -0.1
C 1.974161 -0.567489 0.535944 -1.7 1.3 1.6
C 2.727614 0.142235 1.321198 0.7 0.1 -0.4
C -2.204210 -0.499870 1.123641 1.2 2.5 0.9
H 3.795888 0.220955 1.120908 -0.3 0.1 0.4
H 2.188817 0.741615 2.099969 0.6 -0.7 -0.8


Record 3
93
Properties=species:S:1:pos:R:3:forces:R:3 method="wB97M-V/def2-TZVPD" charge=+1 e_tot_ev=-584188.4274 relative_energy_kcal_mol=0.0
Br -0.745197 2.526802 -2.817986 0.8 -0.8 0.2
Br -0.206538 5.118563 -1.182660 1.0 -0.2 0.9
Cl 0.207458 3.046031 -7.532903 0.0 0.0 0.1
Cl -7.992243 -0.200664 0.255451 0.1 0.0 -0.1
Cl -2.222091 -3.208232 -1.393001 0.0 -0.3 -0.2
Cl 4.787744 -6.379515 3.443621 0.3 -0.1 -0.2
Cl -1.513732 -4.891770 0.863090 0.0 0.3 0.3
Cl -4.806476 7.103928 -3.411262 0.1 0.0 0.0
Cl 1.774375 -2.673057 -3.292968 -0.1 0.0 0.1
Cl 5.969061 -4.699345 1.395019 0.1 0.0 0.0
Cl 3.483332 -4.163118 5.443834 -0.4 0.1 0.0
Cl -0.870123 -3.292761 -4.330302 0.1 0.0 -0.1
Cl -1.108720 -6.541918 -1.831919 0.0 -0.2 -0.3
Cl -0.498755 8.102122 -4.900724 0.5 0.1 -0.1
Cl 4.130092 -3.017296 9.344517 0.0 0.0 -0.2
Cl -5.295422 -1.208714 -0.141226 -0.1 0.1 -0.1
Cl 0.472954 -8.079779 0.058891 -0.1 0.0 0.0
Cl 6.338146 -1.492678 8.224172 -0.1 -0.1 -0.1
Cl 1.374287 -2.368941 6.318412 0.0 -0.1 0.0
Cl 1.947951 8.435201 -3.366706 -0.1 -0.1 0.0
Cl -2.383138 4.361821 -7.482477 0.1 -0.2 -0.1
Cl 0.557365 -8.728933 -2.772679 -0.1 0.0 0.1
Cl 0.921520 -4.102773 4.046701 0.0 -0.1 -0.1
Cl -4.308408 -4.339341 0.288781 0.2 -0.1 0.0
Cl 6.642059 -4.339936 8.720515 -0.1 0.0 -0.1
Cl -5.590044 4.695104 0.417563 0.0 0.1 0.1
Cl -4.866390 3.274251 2.853918 -0.1 0.2 0.1
Cl -0.403441 10.011464 -2.711713 0.0 -0.1 0.0
Cl 1.490027 -4.354315 -5.648244 -0.1 0.0 0.2
Cl 6.529311 -4.185347 4.212926 0.1 0.0 -0.1
Cl -3.947740 7.274906 -6.181208 0.1 0.0 0.1
Cl -2.609378 5.448610 -4.354568 0.0 0.1 0.3
Cl -7.648129 3.421565 2.030665 0.1 0.1 0.0
Cl -5.916265 1.570156 -0.743433 0.0 -0.1 -0.1
Cl -2.228608 1.460666 -7.541513 0.0 0.0 0.1
O -1.792473 -1.054508 0.452564 0.8 1.1 -0.1
N 1.268718 1.253941 -1.212513 -0.1 -0.1 -0.2
N 1.279901 -0.451707 0.082708 0.0 -1.7 0.5
N 2.370517 -0.380656 2.897041 0.4 -1.0 -0.6
C -3.428287 7.012208 -4.514724 -0.5 -0.1 0.0
C 0.973597 2.541510 -1.866652 0.9 1.1 1.2
C 0.775620 -3.893213 -4.103229 -0.1 -0.2 -0.3
C 2.586228 4.255334 -0.716664 -0.1 -0.2 0.2
C -2.664735 -3.698720 0.249371 -0.3 -0.3 0.4
C -6.532423 -0.088191 -0.729772 -0.1 0.1 0.1
C -0.450078 -8.136939 -1.448315 0.1 0.0 -0.1
C 5.519362 -3.058779 8.251067 0.1 0.0 0.1
C 1.083881 -1.497160 1.125085 1.3 -0.6 1.5
C -1.976829 0.366193 0.410100 -1.4 0.1 1.2
C 6.203759 -5.423500 2.992181 -0.1 -0.1 0.1
C 2.355927 -1.387752 2.107320 -0.8 0.3 0.1
C -2.941533 0.723882 1.624820 -0.1 0.2 -0.1
C 0.572912 0.684773 -0.145946 1.8 -0.5 -1.2
C -6.097732 4.264370 2.058038 -0.2 -0.1 -0.1
C 3.497907 -2.431216 2.044474 0.0 0.9 -0.6
C -0.658525 1.210663 0.628032 0.3 -0.4 -0.8
C 2.390051 -0.676098 -0.757196 -1.4 4.2 -1.8
C 1.735587 -3.944601 5.606998 0.1 0.3 0.3
C 0.182506 8.455657 -3.306896 0.1 0.1 0.0
C 1.122388 3.695138 -0.731555 0.2 0.1 -0.6
C -1.464382 2.946682 -6.966224 -0.1 0.1 -0.2
C 2.361275 0.480615 -1.618137 0.2 -2.9 2.1
H -1.454192 2.925696 -5.880437 0.0 0.0 -0.1
H -2.398792 1.217522 2.472366 -0.3 -0.4 -0.7
H -3.450708 -0.181000 2.041214 0.6 0.6 -0.6
H -2.547081 0.613880 -0.520467 0.9 0.1 0.5
H -0.876609 2.270398 0.315206 0.3 -1.1 0.4
H 3.154075 -3.467934 1.806804 0.2 0.9 0.5
H 1.358615 -4.715404 6.272036 0.0 0.1 -0.1
H 0.195004 -1.318510 1.774031 0.6 -0.2 -1.0
H 4.166982 -2.122647 1.185117 -0.6 -0.3 0.8
H 2.750799 4.957908 0.146260 -0.4 -0.6 -1.0
H -2.624644 -2.822457 0.889716 0.0 -0.2 -0.2
H 4.125887 -2.357541 2.965219 -0.7 -0.3 -0.7
H -2.728486 7.792866 -4.250455 -0.1 -0.1 0.0
H 3.318118 3.410142 -0.545805 -0.8 0.7 -0.4
H 0.896241 3.316682 0.295444 -0.1 0.3 -1.1
H 3.087276 -1.532508 -0.693564 -0.9 0.8 0.0
H 3.101756 0.703107 -2.417997 -1.1 0.2 0.7
H 1.821494 2.734986 -2.580122 -1.2 -0.3 0.4
H -6.217307 5.181020 2.626762 0.0 -0.1 -0.1
H -1.435977 -1.377181 -0.396479 -0.3 0.3 0.3
H -3.750652 1.426990 1.304155 0.8 -0.7 0.2
H 1.532880 0.195435 2.751831 0.2 -0.1 0.2
H -0.143444 7.682202 -2.618149 0.1 0.1 -0.1
H -1.278989 -8.825060 -1.315307 0.1 0.1 0.0
H 7.066341 -6.079892 2.935366 -0.1 0.1 0.0
H -0.405919 1.187550 1.717138 -0.1 0.1 -0.9
H 2.802844 4.776799 -1.682487 -0.1 -0.4 0.9
H 1.089243 -2.531018 0.678505 -0.5 1.2 0.1
H 0.732802 -4.774410 -3.469241 0.0 0.1 0.0
H -6.785461 -0.366049 -1.748132 0.0 0.0 0.1
H 5.159885 -3.272256 7.248867 0.0 0.1 0.2


Record 4
17
Properties=species:S:1:pos:R:3:forces:R:3 method="wB97M-V/def2-TZVPD" charge=+2 multiplicity=7 e_tot_ev=-44975.7318 relative_energy_kcal_mol=45.2
Mn -3.604913 -0.902452 1.256669 -0.6 -0.5 0.7
O -2.610894 -0.205036 -0.214125 -0.2 -0.5 -0.2
O -0.821579 0.766590 -1.278188 -3.2 2.8 -0.5
O 1.771881 -1.821259 2.342445 0.0 -0.3 0.6
O -2.814554 1.781040 -1.254755 -1.2 0.4 -0.2
C -2.283874 0.757030 -0.894782 3.0 0.7 -0.4
C 1.727124 0.050056 0.882192 0.1 1.1 0.9
C 1.345152 -0.064536 -0.671695 0.4 -0.8 -1.3
C 2.346769 -1.169792 1.497311 -0.4 0.5 -1.9
C -0.077592 -0.184265 -0.913321 0.7 -3.4 1.7
Li -4.409397 2.722563 -1.175493 0.3 0.0 -0.3
H 0.889652 0.379984 1.507913 0.0 -0.3 -0.2
H 2.453892 0.873805 0.966845 0.1 -0.4 -0.1
H -0.583140 -1.104643 -0.581722 0.3 0.3 -0.3
H 3.144653 -1.647377 0.886030 0.2 0.0 0.6
H 1.753791 -0.997280 -1.111312 0.3 0.5 0.5
H 1.773030 0.765571 -1.244012 0.1 0.0 0.4


Record 5
18
Properties=species:S:1:pos:R:3:forces:R:3 method="wB97M-V/def2-TZVPD" charge=0 e_tot_ev=-9805.4283 relative_energy_kcal_mol=59.3
O -1.595025 -1.743586 0.455128 0.3 0.0 -0.4
N -0.977724 -0.804389 -0.392382 -0.1 -0.6 0.2
N 1.712379 -0.420972 1.481753 -0.1 -0.1 0.2
N -2.167218 0.737585 0.737752 0.0 -0.3 0.0
C -1.422666 0.476577 -0.268476 -0.1 0.5 0.3
C -0.889608 1.431128 -1.303175 -0.2 -0.2 0.0
C 2.519248 -0.690196 0.304774 0.0 0.1 -0.1
H -2.121731 -1.177478 1.052725 -0.1 0.3 -0.1
H -0.842971 -1.201415 -1.311585 -0.1 0.1 0.1
H 3.318302 -1.378565 0.579192 0.1 0.0 -0.1
H 1.964677 -1.123331 -0.539304 0.0 0.0 0.0
H -1.635180 1.560094 -2.087063 0.0 0.0 -0.1
H 1.287177 -1.283104 1.810278 -0.1 0.2 0.0
H 0.025295 1.046511 -1.750484 0.0 0.0 0.0
H -2.407394 1.710478 0.862530 0.1 0.1 -0.2
H 0.954005 0.211695 1.250387 0.0 -0.2 0.1
H -0.696279 2.403153 -0.857329 0.0 0.0 0.0
H 2.974713 0.245815 -0.024721 0.1 -0.1 -0.1


Record 6
58
Properties=species:S:1:pos:R:3:forces:R:3 method="wB97M-V/def2-TZVPD" charge=-1 e_tot_ev=-64748.1985 relative_energy_kcal_mol=17.1
S 3.808980 0.628354 3.657936 0.0 1.1 -0.1
S -0.392644 4.007506 -2.552707 0.3 -1.5 0.2
O 0.230774 -0.319952 -0.000552 0.1 0.1 -0.8
O -0.291303 4.064208 -0.937190 0.3 0.3 -0.9
O 3.597733 0.980634 5.243535 0.0 -0.1 -1.3
O 0.226645 0.124100 -2.144607 -0.1 -0.2 0.4
O 4.671207 1.669343 3.144166 -0.8 -1.0 0.6
O -2.971095 -0.328070 0.696733 -0.2 -0.2 0.2
O -0.381288 -1.845146 -1.428219 0.5 1.1 0.1
O -3.912657 1.650002 0.395398 0.0 0.4 -0.6
O 4.189879 -0.751988 3.571975 -0.2 0.4 -0.1
O 0.372670 -6.705141 -2.196389 -0.1 -0.4 -0.3
O -0.199349 5.368478 -2.965848 -0.3 -0.4 0.0
O -1.570892 3.246815 -2.962781 1.1 1.2 0.6
O -0.512192 -5.136746 -0.890552 0.1 0.0 0.5
N 0.031273 -0.681985 -1.188714 -0.3 -0.9 0.3
C 2.601658 0.500551 7.365755 0.8 0.4 0.0
C 0.031816 -5.411356 -1.908829 -0.4 0.0 0.3
C 2.139109 0.880812 3.026829 0.4 -0.2 -0.2
C -3.419760 0.480787 -0.058202 0.4 -1.2 0.3
C 0.743402 -6.818807 -3.567072 0.4 0.6 -0.5
C 1.062502 2.999876 -3.008400 -0.6 1.7 0.1
C -4.076888 2.521655 -0.747254 -0.3 0.7 1.1
C 3.006857 -0.053037 6.003261 -1.1 -1.4 1.3
C -0.185684 2.779474 -0.301861 -0.9 -1.7 0.3
C -0.835990 2.791410 1.072420 0.0 0.7 -0.8
C -3.447766 0.394842 -1.576264 -0.1 0.9 0.4
C -4.291122 1.624865 -1.931990 0.3 0.0 -0.5
C 0.307977 -4.536177 -3.086491 0.0 0.8 -0.8
C 0.294008 -5.518253 -4.249671 -0.1 -0.1 0.2
H 0.818650 2.356913 -0.269467 0.2 0.5 -0.2
H -0.182515 3.237001 1.821659 -0.1 0.0 0.1
H 3.489185 0.532332 8.002224 -0.2 0.0 0.2
H 1.247055 -3.980977 -3.035007 0.1 -0.3 0.4
H 2.092844 -0.538900 5.629753 0.1 0.7 -1.0
H 1.848077 1.924566 3.110850 0.2 0.0 0.3
H 0.972518 1.996279 -2.599163 -0.1 -0.1 -0.2
H -3.907819 -0.509215 -1.957793 0.3 -0.3 0.3
H -4.890809 3.188903 -0.457224 -0.1 0.0 -0.4
H 0.283588 -7.682251 -4.043391 0.0 -0.2 0.4
H 0.955765 -5.264235 -5.075051 -0.1 0.1 0.0
H -3.975678 2.168004 -2.823571 -0.1 -0.3 -0.1
H 1.811253 -0.077148 7.839056 0.1 -0.2 0.0
H 2.236509 1.524243 7.275871 0.0 0.0 -0.2
H -0.726071 -5.612867 -4.627445 0.1 -0.1 -0.1
H 2.108610 0.636241 1.963206 0.2 -0.3 0.1
H -2.389404 0.445172 -1.850197 -0.1 0.0 -0.4
H -0.761309 2.067736 -0.898927 0.2 0.0 -0.1
H 1.925579 3.563419 -2.654175 0.0 -0.2 0.3
H 1.450417 0.224635 3.551902 0.0 0.0 0.0
H 1.076261 3.115613 -4.090997 -0.1 -0.6 -0.1
H -1.725029 3.410358 0.933162 -0.1 -0.1 0.5
H 3.670202 -0.917061 6.091457 0.4 0.3 0.1
H -3.177045 3.135525 -0.852805 0.0 -0.2 -0.1
H -5.328902 1.299405 -2.019194 -0.1 0.2 0.0
H -1.144709 1.778042 1.320356 0.2 0.0 0.2
H -0.438649 -3.744735 -3.135641 -0.1 -0.1 0.1
H 1.833563 -6.884051 -3.623866 0.0 -0.3 0.0


Question: The highest charge belongs to which entry?
Answer: C5H6LiMnO4